Entry 1:
Density functional theory data (ωB97M-V with the def2-TZVPD basis set) for 2 unconnected molecules or ions with the total composition C5H10O.

Bonds (Å) are listed after each position.
Geometry (Å):
1 C -0.6238 0.5714 0.8015  H6 1.090, C10 1.500, C13 1.503
2 H 2.2692 -0.1597 -0.7398  C7 1.087
3 H 0.7681 -2.2534 -0.3441  C14 1.104
4 H 1.7349 2.2919 -0.3061  O15 0.971
5 H 0.3528 1.4821 -0.1405  O15 1.052
6 H -0.8380 0.9428 1.8040  C1 1.090
7 C 1.4106 -0.2436 -0.0789  H2 1.087, H12 1.084, C14 1.497
8 H 0.0809 -1.1247 -1.5016  C14 1.098
9 H -2.7753 0.1470 0.3526  C10 1.090
10 C -1.7699 0.1463 -0.0677  C1 1.500, H9 1.090, H11 1.092, C13 1.500
11 H -1.7479 0.3705 -1.1360  C10 1.092
12 H 1.6466 -0.1608 0.9754  C7 1.084
13 C -0.8119 -0.8799 0.4612  C1 1.503, C10 1.500, C14 1.516, H16 1.088
14 C 0.3508 -1.2359 -0.4435  H3 1.104, C7 1.497, H8 1.098, C13 1.516
15 O 1.1278 1.7251 -0.8094  H4 0.971, H5 1.052
16 H -1.1749 -1.6192 1.1728  C13 1.088

As for the HOMO-LUMO gap (spin up / spin down): 7.64 / 7.64 eV. The HOMO energy (spin up / spin down) is -7.67 / -7.67 eV. The relative energy (zero: lowest compared OMol25 entry of this formula, charge and spin) is 556.6 kJ/mol.

Löwdin population analysis, charges in e, atoms 1 to 4:
1 C -0.1821
2 H 0.0840
3 H 0.1207
4 H 0.0646

Entry 2:
Density functional theory data (ωB97M-V with the def2-TZVPD basis set) for a single C5H10O molecule in a non-equilibrium geometry.

Bonds (Å) are listed after each position.
Geometry (Å):
1 O -1.5238 -0.2217 1.7473  C7 1.211
2 H 1.0221 -1.7709 0.8440  C12 1.091
3 H -0.6467 -1.0807 -1.9324  C9 1.098
4 H -0.3762 1.9285 -1.1985  C10 1.106
5 C -0.0457 0.0342 -0.0922  C7 1.479, C9 1.552, C10 1.552, C12 1.700
6 H -1.2973 -1.7499 -0.4017  C9 1.088
7 C -0.7037 0.4522 1.1648  O1 1.211, C5 1.479, H13 1.114
8 H 0.7719 0.8604 -1.9729  C10 1.100
9 C -1.0185 -0.8389 -0.9280  H3 1.098, C5 1.552, H6 1.088, H16 1.106
10 C 0.4359 1.2089 -0.9855  H4 1.106, C5 1.552, H8 1.100, H15 1.092
11 H 2.1206 -0.3152 0.7665  C12 1.094
12 C 1.1045 -0.6860 0.9317  H2 1.091, C5 1.700, H11 1.094, H14 1.121
13 H -0.1654 1.3203 1.6083  C7 1.114
14 H 0.9507 -0.5262 2.0301  C12 1.121
15 H 1.2499 1.7747 -0.5276  C10 1.092
16 H -1.9656 -0.2902 -1.0894  C9 1.106

As for the HOMO-LUMO gap: 10.24 eV. The HOMO energy is -9.38 eV. The relative energy (zero: lowest compared OMol25 entry of this formula, charge and spin) is 135.0 kJ/mol. The SMILES is CC(C)(C)C=O.

Löwdin population analysis, charges in e, atoms 1 to 4:
1 O 0.0353
2 H 0.0799
3 H 0.0776
4 H 0.0892

Entry 3:
Density functional theory data (ωB97M-V with the def2-TZVPD basis set) for a single C5H10O molecule in a non-equilibrium geometry.

Bonds (Å) are listed after each position.
Geometry (Å):
1 C -0.3894 -1.3450 -0.0583  H9 1.096, C14 1.428, H15 1.102, C16 1.541
2 O -2.2357 0.2798 -0.1799  H12 0.965, C16 1.330
3 H 0.9436 -1.1589 1.6523  C14 1.077
4 C 1.1210 1.1442 -0.4805  C5 1.532, H10 1.098, H11 1.122, H13 1.087
5 C -0.1718 1.2699 0.3319  C4 1.532, H7 1.097, H8 1.095, C16 1.483
6 H 1.7621 -1.6480 0.0700  C14 1.076
7 H -0.1064 1.3014 1.4261  C5 1.097
8 H -0.7697 2.1323 0.0190  C5 1.095
9 H -0.4502 -1.9163 -0.9921  C1 1.096
10 H 2.0409 0.9647 0.0914  C4 1.098
11 H 0.7407 0.4024 -1.2319  C4 1.122
12 H -2.6001 -0.4981 -0.6201  O2 0.965
13 H 1.2655 2.0329 -1.0897  C4 1.087
14 C 0.8839 -1.3014 0.5867  C1 1.428, H3 1.077, H6 1.076
15 H -1.1165 -1.7566 0.6601  C1 1.102
16 C -0.9179 0.0968 -0.1849  C1 1.541, O2 1.330, C5 1.483

As for the HOMO-LUMO gap (spin up / spin down): 8.44 / 7.08 eV. The HOMO energy (spin up / spin down) is -7.65 / -6.46 eV. The relative energy (zero: lowest compared OMol25 entry of this formula, charge and spin) is 437.5 kJ/mol.

Löwdin population analysis, charges in e, atoms 1 to 4:
1 C -0.2539
2 O 0.0483
3 H 0.0681
4 C -0.1170